15
Properties=species:S:1:pos:R:3:lowdin_charge:R:1 method="wB97M-V/def2-TZVPD" energy_ha=-312.112804 lumo_ev=-3.71 homo_ev=-14.3 charge=+1 gap_ev=10.61
C -2.2044 -0.3077 -0.4087 0.079
C -1.3565 -0.0705 0.5815 -0.129
C -0.3585 1.0027 0.5100 -0.357
F -0.5390 1.6169 -0.6646 0.007
C 1.0917 0.3806 0.6518 -0.054
N 1.5058 -0.0566 -0.6957 0.254
H -2.9605 -0.9864 -0.5173 0.050
H -2.1334 0.4173 -1.2260 0.085
H -1.3519 -0.8218 1.4161 0.137
H -0.5972 1.8673 1.1602 0.178
H 1.9385 1.0502 1.1323 0.184
H 0.9482 -0.3775 1.3873 0.116
H 2.4133 -0.4462 -0.7917 0.178
H 1.4767 0.7085 -1.2841 0.141
H 0.8051 -0.6348 -0.9973 0.132

---

15
Properties=species:S:1:pos:R:3:lowdin_charge:R:1 method="wB97M-V/def2-TZVPD" energy_ha=-332.555034 lumo_ev=-1.11 homo_ev=-10.1 gap_ev=9.01
C 1.2978 2.2412 0.3689 -0.167
C 0.7795 0.7330 0.6534 -0.361
C -0.0625 0.0380 -0.2922 -0.437
C -0.5111 -1.1953 0.5649 -0.321
H 0.1412 2.4954 -0.5012 0.168
H 2.4921 2.1966 -0.2949 0.135
H 1.3456 2.8600 1.6267 0.144
H 1.8171 0.1815 0.9210 0.149
H -0.2838 0.8429 1.3931 0.172
H -1.0416 0.5574 -0.0695 0.143
H 0.2500 -2.0553 0.6681 0.138
H -0.7481 -0.8286 1.6354 0.113
H -2.7704 -2.1381 1.0975 0.330
O -1.7448 -1.6201 0.0035 -0.217
F 0.4149 -0.2281 -1.5860 0.011

---

16
Properties=species:S:1:pos:R:3:lowdin_charge:R:1 method="wB97M-V/def2-TZVPD" energy_ha=-407.982363 lumo_ev="-1.17 / -1.17" homo_ev="-8.5 / -8.5" gap_ev="7.36 / 7.36"
C 1.6770 0.0303 -0.9377 -0.049
C -1.5439 -0.0116 1.3253 0.001
C 0.6404 -0.5096 0.0642 -0.313
C -0.4214 0.4436 0.5607 -0.228
O 1.3330 -0.8902 1.3779 -0.069
O -1.1893 0.6229 -1.9400 -0.291
F -0.2048 1.7312 0.5568 0.171
H 2.3362 -0.8379 -1.1146 0.099
H 1.1708 0.3811 -1.8086 0.064
H 2.2730 0.8151 -0.5486 0.072
H -2.0831 0.9256 1.6078 0.116
H -1.2262 -0.5027 2.3551 0.157
H -2.0804 -0.7731 0.7203 0.119
H 0.1662 -1.3309 -0.5556 0.163
H 2.2644 -0.7455 0.9763 0.112
H -1.7776 -0.0862 -1.8539 -0.124

---

17
Properties=species:S:1:pos:R:3:lowdin_charge:R:1 method="wB97M-V/def2-TZVPD" energy_ha=-806.224597 lumo_ev=0.36 homo_ev=-8.7 gap_ev=9.10
C 2.0962 1.2521 0.5038 -0.063
C 1.6860 0.2560 -0.6305 -0.432
O 0.2914 0.2547 -0.9686 -0.240
C 1.8540 -1.2544 -0.3505 -0.069
F 0.7142 -1.5283 0.5895 -0.166
H 1.1650 1.2068 1.2154 0.103
H 3.1251 0.7149 0.9763 0.125
H 2.3951 2.3692 0.2719 0.093
H 2.3217 0.3174 -1.6164 0.165
H -0.1643 -0.4261 -0.4312 -0.092
H 1.5957 -1.7283 -1.3018 0.117
H 2.6621 -1.7073 0.3138 0.141
O -4.8052 -0.2680 -0.2599 -0.064
C -3.6303 0.1000 0.3217 -0.684
S -2.1553 -0.1194 -0.3784 0.855
H -5.5210 0.0741 0.3982 0.151
H -3.6303 0.4866 1.3467 0.061

---

14
Properties=species:S:1:pos:R:3:lowdin_charge:R:1 method="wB97M-V/def2-TZVPD" energy_ha=-455.439312 lumo_ev=0.64 homo_ev=-9.3 gap_ev=9.96
C 0.9664 -0.0174 -1.4180 0.030
C 0.4254 -0.3351 -0.2591 -0.432
C 0.2942 -1.7856 0.2028 -0.086
C 0.1234 0.5737 0.8743 -0.100
H 0.9555 -0.7467 -2.2539 0.071
H 1.2624 0.9601 -1.7503 0.053
H -0.0068 -2.3952 -0.6790 0.078
H -0.5870 -1.8168 0.8078 0.036
H 1.1013 -2.3774 0.7542 0.106
H 0.8060 0.7127 1.6756 0.081
H -0.1331 1.4790 0.4473 0.049
H -0.8204 0.2576 1.2591 0.006
I -3.6617 0.1432 0.0194 0.489
H -4.1620 -1.0489 0.8873 -0.381

---

20
Properties=species:S:1:pos:R:3:lowdin_charge:R:1 method="wB97M-V/def2-TZVPD" energy_ha=-1411.283869 lumo_ev=2.35 homo_ev=-4.5 charge=-1 gap_ev=6.84
C 1.9127 -2.0943 0.8066 -0.095
C -0.8032 -3.1058 -0.4692 -0.011
C 0.6211 -0.0873 -0.3886 -0.128
C 1.0918 -0.9818 0.2232 -0.073
N 0.0354 1.7746 -1.5780 0.078
N -0.1570 0.9051 -0.7687 -0.054
O -2.5935 2.5201 -1.0366 -0.627
O -2.3488 3.1601 1.3118 -0.603
S -3.2561 3.1435 0.1394 0.345
I 4.7250 5.3116 0.5183 0.426
I -5.0396 1.3208 0.8971 -0.058
H 2.9531 -1.7100 1.0113 0.093
H 1.9206 -2.9283 0.2100 0.031
H 1.5746 -2.3513 1.7660 0.052
H -0.1353 -2.4015 -0.9542 0.012
H -0.2440 -3.6896 0.0891 -0.034
H 3.5597 5.2117 1.4749 -0.429
H -1.3088 -3.6199 -1.2760 0.033
H -0.8334 2.3120 -1.8078 0.035
H -1.6744 -2.6898 -0.1685 0.007

---

19
Properties=species:S:1:pos:R:3:lowdin_charge:R:1 method="wB97M-V/def2-TZVPD" energy_ha=-1817.283024 lumo_ev="-3.85 / -4.18" homo_ev="-9.5 / -13.7" charge=+1 gap_ev="5.67 / 9.56" spin_multiplicity=3
O 2.0286 1.7656 0.8742 -0.636
Mg 3.5721 0.6909 1.3760 0.828
O 2.4694 -0.6804 0.3811 -0.460
C 1.8196 -1.7192 -0.1876 -0.323
O 0.4059 -1.4144 -0.1711 -0.211
C -0.1287 -0.6479 -1.2577 -0.178
C -1.3877 -0.0189 -0.7125 -0.156
O -1.0308 0.8368 0.3782 -0.359
C -2.1079 1.4952 1.0257 -0.039
Yb 0.9447 0.4567 1.2138 1.248
H 2.0376 -2.6390 0.3795 0.148
H 2.0840 -1.8016 -1.2582 0.145
H -0.3659 -1.2954 -2.1115 0.141
H 0.6889 0.1809 -1.7462 0.214
H -2.0504 -0.7918 -0.2908 0.153
H -1.8861 0.5854 -1.4836 0.153
H -1.6820 2.2348 1.7120 0.106
H -2.7283 2.0068 0.2774 0.115
H -2.6831 0.7557 1.6013 0.112

---

14
Properties=species:S:1:pos:R:3:lowdin_charge:R:1 method="wB97M-V/def2-TZVPD" energy_ha=-212.463724 lumo_ev="4.34 / 3.91" homo_ev="1.5 / -4.1" charge=-1 gap_ev="2.84 / 7.97" spin_multiplicity=2
C 0.7575 1.7641 -1.5713 -0.177
C -0.2519 0.9230 -0.8151 -0.242
C 0.1102 -0.0298 0.0549 -0.302
N -0.7466 -0.5693 0.9993 -0.112
C -0.3776 -1.8735 1.5764 -0.548
H 0.9992 2.6286 -0.9684 0.049
H 1.6641 1.2505 -1.9079 0.055
H 0.3987 2.1214 -2.5482 0.048
H -1.2589 1.3128 -0.8963 0.073
H 1.1505 -0.3020 0.0850 0.087
H -1.7415 -0.6201 0.7789 0.065
H -0.2810 -2.7202 0.8744 -0.002
H 0.6565 -1.8422 1.9415 0.009
H -1.0793 -2.0432 2.3967 -0.003

---

14
Properties=species:S:1:pos:R:3:lowdin_charge:R:1 method="wB97M-V/def2-TZVPD" energy_ha=-212.419437 lumo_ev="3.67 / 3.73" homo_ev="1.5 / -4.2" charge=-1 gap_ev="2.18 / 7.94" spin_multiplicity=2
C -2.8354 -2.2243 2.2104 -0.164
C -3.8485 -1.3984 2.4110 -0.132
H -2.7487 -3.3109 2.1359 0.043
H -1.9039 -1.8591 1.9539 -0.021
H -4.8689 -1.7339 2.5662 0.034
H -3.8487 -0.3808 2.2713 0.002
C 2.0024 0.0698 -2.0217 -0.146
C 2.2183 1.0460 -1.1232 -0.605
N 2.4219 2.3318 -1.4363 -0.039
H 2.0246 0.1910 -3.0630 0.006
H 1.6227 -0.7937 -1.5372 -0.018
H 2.1536 0.9567 0.0305 0.050
H 2.8391 2.9972 -0.8281 -0.027
H 2.5572 2.6520 -2.3345 0.018

---

14
Properties=species:S:1:pos:R:3:lowdin_charge:R:1 method="wB97M-V/def2-TZVPD" energy_ha=-212.514118 lumo_ev=1.22 homo_ev=-8.7 gap_ev=9.92
C -0.2875 -0.4907 1.5894 -0.086
C -0.2708 0.5421 0.4809 -0.412
C -0.9416 -0.0577 -0.7947 -0.128
C 0.5108 -0.3357 -1.2342 -0.231
N 1.0251 0.5970 -0.2051 -0.031
H 0.1738 -1.4110 1.2320 0.073
H -1.3627 -0.7409 1.8379 0.096
H 0.2071 -0.1601 2.4753 0.057
H -0.7549 1.4654 0.8704 0.132
H -1.5950 -0.9104 -0.7412 0.092
H -1.4032 0.7976 -1.3679 0.117
H 0.7760 -0.1075 -2.3156 0.108
H 0.8344 -1.3982 -1.1070 0.104
H 1.8833 0.3386 0.3035 0.109

---

14
Properties=species:S:1:pos:R:3:lowdin_charge:R:1 method="wB97M-V/def2-TZVPD" energy_ha=-212.372905 lumo_ev=-1.33 homo_ev=-7.6 gap_ev=6.24
C -0.4385 -0.2984 1.4746 -0.005
C -0.8307 0.1537 0.2518 -0.683
C -1.6132 -0.4959 -0.7676 0.214
C 2.6441 -0.4728 -0.4128 -0.038
N -0.6916 1.2817 -0.4227 0.170
H -0.4520 0.3936 2.3036 0.033
H 2.7911 -0.7486 -1.4557 0.016
H -0.1224 -1.3229 1.5778 0.037
H -1.2462 -0.5746 -1.7835 0.077
H -2.6533 -0.7508 -0.5973 0.079
H 3.1677 0.4529 -0.1798 0.020
H 1.5832 -0.3026 -0.2168 -0.025
H 2.9839 -1.2905 0.2180 0.017
H -0.5345 2.0434 0.2641 0.088

---

14
Properties=species:S:1:pos:R:3:lowdin_charge:R:1 method="wB97M-V/def2-TZVPD" energy_ha=-212.469398 lumo_ev=1.13 homo_ev=-9.1 gap_ev=10.23
C -2.1752 -0.2819 -0.1699 -0.013
C -0.8568 -0.4148 0.3626 -0.174
C 0.4188 0.0875 -0.3182 -0.528
C 1.6768 -0.9163 -0.0583 -0.088
N 0.7368 1.4575 0.0952 -0.032
H -2.8772 -0.5919 0.5763 0.010
H -2.5155 0.3327 -1.1635 0.110
H -0.6139 -0.7510 1.4454 0.121
H 0.2793 0.0991 -1.4528 0.137
H 1.8637 -0.8477 1.0644 0.067
H 1.2497 -2.0571 -0.1982 0.108
H 2.5763 -0.8812 -0.7394 0.066
H -0.0996 2.0695 -0.2778 0.108
H 0.5975 1.5784 1.1819 0.108